Record 1
DFT (wB97M-V/def2-TZVPD) results for C17H34BrN2O8S as an isolated structure at a distorted geometry.

Last column: Mulliken charge in e.
Atoms and positions in Å:
1 C 3.10950 -5.74658 1.36323  -1.11
2 C 2.17058 -5.03397 0.39306  -0.06
3 O 2.83883 -4.01274 -0.36815  -0.49
4 C 2.84840 -2.79095 0.32389  -1.02
5 C 1.69886 -1.88891 -0.13859  -0.70
6 C 1.28637 -0.82320 0.86004  1.03
7 N -0.02697 -0.15799 0.67528  0.40
8 C -1.15642 -1.06859 1.07558  1.23
9 C -2.13851 -0.51453 2.06980  -1.68
10 O -1.29020 -2.16317 0.59507  -0.51
11 C -0.36282 0.31754 -0.59490  0.90
12 C 0.63214 0.90397 -1.55208  -1.31
13 O -1.55535 0.30467 -0.91672  -0.66
14 O 1.06625 -1.51608 2.14932  -0.48
15 S 1.27557 -0.41499 3.33185  1.30
16 O 0.06293 0.08367 3.87973  -0.66
17 O 2.19363 -0.90562 4.29299  -0.65
18 O 1.87391 0.77734 2.40690  -0.46
19 C 2.48216 0.04121 1.32627  -0.57
20 C 3.36642 0.76075 0.32473  -0.54
21 Br 3.11749 2.69848 0.59807  0.01
22 C 4.86583 0.47673 0.51857  -0.57
23 C 5.32298 0.43096 1.97044  -1.20
24 H 2.58685 -5.90487 2.30365  0.32
25 H 3.92358 -5.06901 1.61059  0.32
26 H 3.48005 -6.68636 0.97870  0.32
27 H 1.32913 -4.56834 0.90463  0.13
28 H 1.78924 -5.74387 -0.33372  0.43
29 H 2.87865 -2.95321 1.40103  0.75
30 H 3.79071 -2.30491 0.06671  -0.08
31 H 2.03965 -1.38164 -1.03775  0.10
32 H 0.84119 -2.48305 -0.44122  0.60
33 H -2.13566 0.56966 2.03766  0.31
34 H -1.89545 -0.87106 3.06265  0.38
35 H -3.11067 -0.89286 1.77435  0.47
36 H 1.35957 1.55850 -1.08556  0.26
37 H 1.10345 0.14983 -2.17250  0.28
38 H 0.06099 1.52495 -2.23410  0.45
39 H 3.07853 -0.69592 1.86492  0.51
40 H 3.11029 0.49760 -0.69099  0.31
41 H 5.14172 -0.40564 -0.05588  0.36
42 H 5.37714 1.31048 0.04332  0.51
43 H 5.04395 -0.52834 2.40594  0.30
44 H 6.40658 0.44378 2.01420  0.48
45 H 4.91173 1.23424 2.57140  0.28
46 C -4.57385 1.33705 -2.33719  -1.34
47 C -4.87484 2.39036 -1.28717  0.20
48 C -5.69781 3.57253 -1.79873  -0.66
49 O -4.89047 4.42498 -2.58543  -0.43
50 C -4.97390 4.23427 -4.00373  -0.65
51 N -3.57152 2.96634 -0.80791  -0.10
52 H -3.86812 1.69420 -3.08812  0.33
53 H -4.13428 0.45446 -1.87175  0.37
54 H -5.48498 1.02937 -2.84596  0.39
55 H -5.36303 1.92797 -0.42976  0.35
56 H -6.02770 4.16977 -0.94297  0.38
57 H -6.59264 3.23949 -2.32422  0.44
58 H -5.94002 3.82524 -4.29880  0.32
59 H -4.17488 3.57570 -4.34871  0.28
60 H -4.84236 5.20532 -4.47449  0.25
61 H -2.85021 2.25447 -0.64537  0.05
62 H -3.69074 3.51646 0.04430  0.41
63 H -3.24146 3.62406 -1.52641  0.43

Cartesian forces, eV/Å:
-0.4633 0.7717 0.3667
0.2486 -0.0901 -0.4206
-0.1900 -0.1347 0.1577
0.6795 0.0337 -0.2781
-0.2439 0.0988 -0.1575
0.2681 -0.9419 0.8863
0.5063 -0.7554 -1.9705
-1.0733 -1.0579 0.2426
0.0929 0.1324 -0.7573
0.7071 1.0403 0.2850
-0.8371 0.2754 0.1455
-0.1684 0.4638 -0.0228
0.3140 0.5029 0.3121
-0.1314 1.0395 0.6031
-0.6595 0.9152 1.5118
-0.3226 -0.0989 -0.7826
0.7714 -0.4104 -0.8886
0.2439 -0.7447 0.3282
-0.6074 -0.5541 -0.1843
0.4922 0.7251 0.9523
-0.1552 -0.1149 -0.4147
-0.0748 0.8042 0.0572
0.0197 -0.9150 -0.2966
-0.0356 -0.3573 0.0719
0.3003 -0.1293 -0.0792
0.1948 -0.0667 -0.0709
-0.1782 -0.0898 0.1233
-0.1895 0.0229 -0.1089
-0.2663 0.0266 0.1427
0.1235 0.0446 0.0351
-0.0342 0.0553 -0.1603
-0.1131 -0.1146 0.2344
0.0905 0.1197 0.2746
0.0544 0.0725 0.1539
-0.1507 -0.1066 0.0530
0.1675 -0.1568 0.1605
0.1630 -0.2152 0.1150
-0.1428 0.0116 -0.0911
0.5879 -0.1282 -0.6326
-0.2925 0.2365 -0.1389
0.0069 -0.2704 0.1806
0.0937 -0.0374 -0.2677
-0.0999 0.0376 0.3036
0.1389 0.2323 0.0331
-0.0162 0.1633 0.0318
0.2235 -0.2499 0.0802
-0.2780 -0.3582 -0.4437
0.2366 0.4631 0.4206
-0.1747 -0.1781 -0.1711
0.2176 0.0955 -0.0517
0.2721 0.2317 0.2444
-0.0478 0.0692 -0.0212
0.0474 -0.0006 -0.0494
-0.0575 0.0610 0.0450
-0.0018 0.0825 0.0528
-0.0400 0.0169 -0.0320
0.0608 -0.1554 -0.0555
-0.0287 -0.0087 0.0621
-0.0737 -0.0611 -0.0490
-0.0233 0.0316 0.0579
-0.0360 -0.2611 -0.0826
-0.0031 -0.0735 0.0490
-0.1124 -0.0408 -0.0947

Properties
LUMO level (eV): -2.978
Net charge: +1
Orbital gap (eV): 9.0

---

Record 2
DFT (wB97M-V/def2-TZVPD) results for C2H6N2OS as an isolated structure at a distorted geometry.

Last column: Mulliken charge in e.
Atoms and positions in Å:
1 C 1.71832 -0.92049 0.28545  -0.69
2 C -0.23226 0.88185 -0.21348  0.57
3 H 0.68579 -1.80365 0.04314  0.31
4 H 2.90268 -1.27788 0.05386  0.29
5 H 1.58099 -0.44678 1.63088  0.22
6 H -0.66990 2.58837 0.48158  0.22
7 H -0.77553 -0.71644 -1.31942  0.27
8 H -2.64454 0.29181 -0.19208  0.35
9 N -1.00781 1.77231 0.21277  -0.67
10 N -0.78286 -0.42211 -0.35955  -0.31
11 O -2.29075 -0.65928 -0.16233  -0.47
12 S 1.51588 0.71228 -0.46080  -0.09

Cartesian forces, eV/Å:
-0.0794 -1.5282 3.3510
-1.4982 -1.5037 0.9218
4.0801 3.0189 0.8173
-3.5848 0.8953 0.8146
0.6498 -2.4612 -3.9493
2.2734 4.5855 1.3458
0.7752 -0.1929 -0.5218
0.6021 -1.5426 0.2163
-1.8890 -3.9731 -1.6363
-3.1615 -0.6112 -0.4831
1.9154 2.9712 0.0256
-0.0831 0.3419 -0.9018

Properties
Relative energy (zero: lowest compared OMol25 entry of this formula, charge and spin) (kcal per mole): 139.2
LUMO level (eV): 0.567
Orbital gap (eV): 9.7